A molecular structure, C29H29MgN2O3S2 in a non-equilibrium geometry. Source: the Open Molecules 2025 dataset; level of theory: the ωB97M-V functional and the def2-TZVPD basis.

For the HOMO energy, the calculation gives -2.92 eV. As for the charge: -1. The molecular weight comes out at 542.001 g mol⁻¹.

Positions of all 66 atoms, in Å:
1 C 2.52 -0.13 1.03
2 C 2.70 -0.78 -0.20
3 C 2.28 0.10 -1.24
4 H 3.15 -1.76 -0.37
5 C 1.93 1.35 -0.64
6 C 2.06 1.21 0.79
7 H 1.82 2.30 -1.18
8 C -0.58 -2.28 2.11
9 C 0.35 -3.06 1.36
10 C -0.02 -2.98 -0.02
11 H 1.19 -3.62 1.77
12 C -1.09 -2.06 -0.14
13 C -1.51 -1.73 1.20
14 H 2.34 -0.09 -2.31
15 H 2.03 2.06 1.49
16 H 2.71 -0.56 2.01
17 H -2.38 -1.13 1.47
18 H 0.42 -3.54 -0.84
19 H -0.56 -2.11 3.18
20 Mg -0.25 1.42 0.70
21 C -1.60 -1.32 -1.38
22 C -3.11 -1.49 -1.61
23 C -0.81 -1.67 -2.66
24 H -3.42 -2.54 -1.55
25 H -3.36 -1.12 -2.62
26 H -3.69 -0.91 -0.88
27 H -0.90 -2.73 -2.94
28 H 0.25 -1.42 -2.57
29 H -1.23 -1.07 -3.48
30 C -1.35 0.20 -1.09
31 C -1.99 1.28 -2.00
32 H -0.24 0.36 -1.10
33 H -1.79 0.40 -0.08
34 O -2.81 2.03 -1.48
35 N -1.47 1.36 -3.33
36 C -0.40 2.34 -3.54
37 H -2.22 1.46 -4.00
38 C 0.95 1.75 -3.91
39 C 2.13 2.47 -3.65
40 H 2.07 3.47 -3.19
41 C 3.39 1.91 -3.92
42 H 4.30 2.46 -3.66
43 C 3.47 0.66 -4.54
44 H 4.44 0.24 -4.80
45 C 2.30 -0.03 -4.86
46 H 2.35 -0.99 -5.38
47 C 1.05 0.51 -4.55
48 H 0.13 -0.01 -4.81
49 H -0.28 2.94 -2.63
50 H -0.68 3.06 -4.34
51 O 1.90 2.01 4.58
52 S 1.13 0.87 4.16
53 O 1.82 -0.38 3.91
54 N 0.11 1.29 2.88
55 C -1.19 1.34 3.24
56 S -2.32 1.61 2.02
57 C -1.44 0.83 4.57
58 C -2.63 0.28 5.08
59 C -2.59 -0.59 6.17
60 C -1.37 -0.92 6.77
61 C -0.17 -0.35 6.30
62 C -0.23 0.51 5.21
63 H -3.56 0.47 4.54
64 H -3.52 -1.05 6.53
65 H -1.35 -1.58 7.64
66 H 0.79 -0.55 6.78

Mulliken population analysis, charges in e, atoms 1 to 8: number 1, C, carries -0.289; number 2, C, carries -1.770; number 3, C, carries 0.585; number 4, H, carries 0.369; number 5, C, carries -0.584; number 6, C, carries -1.352; number 7, H, carries 0.657; number 8, C, carries -0.332

---

3 unconnected molecules or ions with the total composition C2H7NO2 in a non-equilibrium geometry. Source: the Open Molecules 2025 dataset; level of theory: the ωB97M-V functional and the def2-TZVPD basis.

For the HOMO energy, the calculation gives -8.74 eV. The energy above the lowest of the compared OMol25 structures with the same formula, charge and spin comes out at 9.001 eV. The molecular weight comes out at 77.083 g mol⁻¹.

Positions of all 12 atoms, in Å:
1 O -0.96 0.07 -1.25
2 C 0.01 -0.21 -0.45
3 C -0.15 -0.66 0.82
4 N 2.56 0.09 -0.26
5 H 1.00 -0.18 -0.92
6 H -1.11 -0.61 1.36
7 H 0.67 -0.89 1.50
8 H 3.32 0.42 -0.87
9 H 2.91 0.40 0.65
10 H -3.63 0.76 -0.17
11 H -1.80 0.38 -0.66
12 O -2.83 0.43 0.24

Mulliken population analysis, charges in e, atoms 1 to 8: number 1, O, carries -0.362; number 2, C, carries 0.146; number 3, C, carries -0.577; number 4, N, carries -0.541; number 5, H, carries 0.570; number 6, H, carries 0.332; number 7, H, carries 0.264; number 8, H, carries 0.188

---

A molecular structure, N4S4 in a non-equilibrium geometry. Source: the Open Molecules 2025 dataset; level of theory: the ωB97M-V functional and the def2-TZVPD basis.

For the HOMO energy (spin up / spin down), the calculation gives -9.30 / -7.61 eV. The energy above the lowest of the compared OMol25 structures with the same formula, charge and spin comes out at 2.390 eV. The molecular weight comes out at 184.296 g mol⁻¹.

Positions of all 8 atoms, in Å:
1 N -3.21 -0.38 0.56
2 N -1.29 1.00 -0.50
3 N 4.66 1.05 0.56
4 N 1.05 -0.46 -0.31
5 S -2.34 -1.70 0.63
6 S -2.74 1.02 -0.05
7 S 4.27 -0.17 -0.10
8 S -0.39 -0.36 -0.79

Computed Mulliken charges, given in elementary charges: number 1, N, carries -0.164; number 2, N, carries -0.183; number 3, N, carries -0.188; number 4, N, carries -0.240; number 5, S, carries 0.055; number 6, S, carries 0.394; number 7, S, carries 0.183; number 8, S, carries 0.142

---

4 unconnected molecules or ions with the total composition C2H12O4 in a non-equilibrium geometry. Source: the Open Molecules 2025 dataset; level of theory: the ωB97M-V functional and the def2-TZVPD basis.

For the HOMO energy (spin up / spin down), the calculation gives -14.22 / -14.15 eV. The energy above the lowest of the compared OMol25 structures with the same formula, charge and spin comes out at 2.187 eV. As for the charge: +1. Its expectation value of S² is 0.7545. As for the spin multiplicity: 2. The molecular weight comes out at 100.114 g mol⁻¹.

Positions of all 18 atoms, in Å:
1 C 2.05 0.17 -0.97
2 O 1.24 -0.29 0.09
3 C 2.09 1.77 -0.81
4 H 1.69 -0.41 -1.87
5 H 3.11 -0.02 -0.79
6 H 1.76 -0.70 0.76
7 H 2.96 1.82 -0.10
8 H 1.00 2.07 -0.58
9 H 2.11 2.08 -1.86
10 H -3.03 -2.63 0.24
11 H -2.05 -1.35 0.08
12 O -2.38 -2.09 0.70
13 H -0.72 0.86 2.59
14 H -1.00 -0.27 1.55
15 O -1.03 0.73 1.67
16 H -0.43 -0.17 -0.83
17 H -1.71 0.30 -0.20
18 O -1.39 -0.01 -1.00

Mulliken population analysis, charges in e, atoms 1 to 8: number 1, C, carries -0.344; number 2, O, carries -0.233; number 3, C, carries -0.694; number 4, H, carries 0.395; number 5, H, carries 0.399; number 6, H, carries 0.404; number 7, H, carries 0.361; number 8, H, carries 0.297